The following is a quantum chemistry calculation of a 2-piece molecular cluster, C23H39N2O3 overall in a non-equilibrium geometry, from the Open Molecules 2025 dataset.

Its energy above the lowest of the compared OMol25 structures with the same formula, charge and spin is 36.6 kcal/mol. As for the total charge: +1. For the frontier orbital gap, the calculation gives 6.58 eV. As for the HOMO energy: -0.421 Ha.

Last column: Mulliken charge in e.
Positions of all 67 atoms, in Å:
H (-2.636, 1.102, -0.950)  0.422
C (-0.258, -0.112, -0.109)  0.683
H (4.793, 3.343, 0.181)  0.432
H (-0.694, 2.752, 1.702)  0.630
C (3.455, 5.871, 0.154)  -0.472
O (5.476, 7.272, 2.503)  -0.482
H (0.970, -5.250, -1.460)  0.453
C (-1.010, 0.984, 0.406)  0.402
O (4.667, 5.231, 1.980)  -0.373
H (1.861, -1.596, -1.211)  0.424
H (2.444, 6.079, -0.186)  0.307
H (-1.115, -5.105, 0.094)  0.393
C (1.919, -1.477, -0.125)  -0.477
H (-3.435, -2.329, -4.719)  0.392
H (-1.420, -0.811, -5.072)  0.413
H (-4.466, -0.190, 2.660)  0.366
H (-2.795, -0.734, 1.104)  0.317
C (0.459, -3.747, -2.935)  -0.598
C (-3.155, 1.433, 3.101)  -0.164
H (-3.783, 1.911, 3.860)  0.438
H (-0.652, -4.221, 1.553)  0.423
H (-2.761, 2.199, 0.417)  0.604
O (3.956, 7.006, 0.856)  -0.331
H (-3.577, -2.994, -3.084)  0.368
C (1.019, -4.160, -1.538)  -1.204
H (2.679, 4.797, 1.853)  0.103
H (1.514, 2.236, 2.127)  0.311
H (4.101, 5.664, -0.703)  0.310
H (-0.229, -0.695, -3.786)  0.256
H (-2.655, 2.265, 2.593)  0.050
C (-3.384, 0.162, 0.862)  -0.349
H (-4.930, 1.300, 1.868)  0.370
C (-0.275, -4.637, 0.616)  -1.861
H (0.994, -2.498, 1.538)  0.452
C (-4.065, 0.682, 2.127)  -1.078
H (3.054, 3.088, -0.032)  0.368
H (0.001, -1.856, -5.086)  0.384
H (2.088, -3.921, -1.550)  0.299
C (-2.127, 0.516, 3.778)  -1.046
C (-0.279, 1.858, 1.241)  -0.779
H (2.956, -1.251, 0.132)  0.261
H (0.681, -4.570, -3.625)  0.333
C (1.416, -2.767, 0.563)  -1.406
H (-0.723, -0.833, -0.780)  0.512
C (-2.486, 1.180, 0.134)  -1.317
H (2.291, -3.389, 0.768)  0.438
H (-1.929, -0.386, 3.191)  0.232
H (-1.164, 1.011, 3.949)  0.249
N (1.707, 0.575, 1.091)  -0.676
H (1.019, -2.884, -3.322)  0.366
C (3.826, 3.379, 0.683)  -1.457
H (3.857, 2.647, 1.492)  0.316
C (1.083, -0.281, 0.278)  -0.441
C (3.562, 4.771, 1.200)  0.692
H (-0.407, -2.880, -0.566)  -0.584
N (0.997, 1.613, 1.524)  0.222
H (-1.662, -4.188, -2.578)  0.322
C (-1.002, -3.441, -3.022)  -0.430
C (-0.757, -1.401, -4.438)  -1.400
C (-3.061, -2.249, -3.690)  -1.543
H (0.434, -5.431, 0.867)  0.394
H (-2.479, 0.183, 4.757)  0.383
H (-3.362, -1.256, -3.343)  0.300
C (0.385, -3.564, -0.254)  2.077
C (4.777, 6.583, 1.848)  0.604
H (-4.153, -0.166, 0.161)  0.363
C (-1.559, -2.421, -3.650)  1.036